Entry from OMol25: the molecule C5H10N2 at a distorted geometry (ωB97M-V/def2-TZVPD).

Output
SMILES string: C=C/C(=N\C)NC
Calculated total energy: -8324.672 eV
ΔE to the lowest compared entry with this formula, charge and spin: 2.661 eV
Kohn-Sham gap: 9.3 eV

Positions of all 17 atoms, in Å:
C  -1.86683  -1.15817  0.48342
C  -0.95478  -1.11631  -0.41458
C  0.13656  -0.26898  -0.14797
N  0.06152  0.99708  -0.04770
C  -1.23629  1.61155  -0.15515
N  1.47279  -0.66008  -0.24427
C  2.56618  0.05789  0.24696
H  -2.73282  -1.88909  0.18126
H  -2.02741  -0.44089  1.31655
H  -0.88590  -1.59303  -1.44416
H  -1.65736  1.61041  0.84826
H  -1.13454  2.69392  -0.45793
H  -2.02937  1.13845  -0.76489
H  1.57680  -1.76575  -0.23018
H  2.46876  1.02940  -0.34463
H  3.48878  -0.44221  -0.17978
H  2.75393  0.19580  1.35476

Cartesian forces (eV/Å) of the 3 atoms listed first:
-5.3 -2.1 0.4
2.0 -1.4 -2.8
4.0 3.5 -0.7

For reference, the natural (NBO) charges in units of e are:
1 C -0.34
2 C -0.28
3 C 0.37
4 N -0.49
5 C -0.44
6 N -0.59
7 C -0.42
8 H 0.20
9 H 0.23
10 H 0.23
11 H 0.18
12 H 0.20
13 H 0.18
14 H 0.36
15 H 0.23
16 H 0.20
17 H 0.19


Entry from OMol25: the molecule C6H12N2 at a distorted geometry (ωB97M-V/def2-TZVPD).

Output
SMILES string: CC[C@@H](C#N)[C@@H](C)N
Calculated total energy: -9395.134 eV
ΔE to the lowest compared entry with this formula, charge and spin: 1.716 eV
Kohn-Sham gap: 10.3 eV

Positions of all 20 atoms, in Å:
C  -1.16767  0.80522  -2.17522
C  -0.23818  0.68972  -0.99455
C  -0.39447  -0.51804  -0.20266
C  0.48163  -1.52790  -0.81656
N  1.11576  -2.31017  -1.28865
C  0.18843  -0.50954  1.29245
C  1.67153  -0.17645  1.29712
N  -0.52150  0.38325  2.14244
H  -2.21832  0.67117  -1.61281
H  -1.24366  1.75092  -2.55335
H  -0.90046  0.01266  -2.88749
H  0.81444  0.72927  -1.43133
H  -0.39035  1.54059  -0.38347
H  -1.49206  -0.89445  -0.29746
H  0.05321  -1.55085  1.68700
H  1.82986  0.48304  0.51180
H  1.87065  0.23091  2.29487
H  2.29207  -1.13238  1.26105
H  -0.23508  1.24543  1.81543
H  -1.51584  0.07760  2.34138

Cartesian forces (eV/Å) of the 3 atoms listed first:
-2.5 -3.0 2.9
2.3 1.9 -2.0
-0.2 -3.2 1.0

For reference, the natural (NBO) charges in units of e are:
1 C -0.58
2 C -0.41
3 C -0.34
4 C 0.29
5 N -0.34
6 C -0.01
7 C -0.64
8 N -0.86
9 H 0.18
10 H 0.21
11 H 0.22
12 H 0.21
13 H 0.20
14 H 0.24
15 H 0.19
16 H 0.21
17 H 0.23
18 H 0.24
19 H 0.36
20 H 0.39


Entry from OMol25: a 16-piece molecular cluster, C3H37NO16S overall at a distorted geometry (ωB97M-V/def2-TZVPD).

Output
Calculated total energy: -48792.398 eV
ΔE to the lowest compared entry with this formula, charge and spin: 6.007 eV
Kohn-Sham gap: 8.7 eV

Positions of all 58 atoms, in Å:
O  -0.59598  0.40806  1.76495
C  -1.74666  0.01289  1.97002
C  -2.87084  1.11858  1.77065
C  -2.55122  1.59648  0.35219
S  -3.70173  2.87101  -0.23608
N  -2.71540  2.19931  2.79128
H  -2.22361  -0.92581  2.24051
H  -3.87382  0.76147  1.72004
H  -1.62319  2.12887  0.45200
H  -2.49739  0.84797  -0.43649
H  -3.81670  2.98120  -1.52558
H  -3.23770  3.12008  2.70565
H  -1.71888  2.31675  2.81385
H  -1.37883  1.73763  -2.44275
H  -2.21991  1.18041  -3.50893
O  -2.18336  1.33409  -2.45327
H  0.11545  -2.45512  -3.29769
H  1.52236  -1.80880  -3.82908
O  1.02164  -2.60821  -3.39699
H  -3.17217  -2.32033  -0.21876
H  -4.49439  -1.83371  -0.59451
O  -3.72958  -2.18120  -0.96882
H  1.03218  2.73578  -3.42571
H  0.33687  1.71221  -2.62780
O  0.39156  1.90557  -3.63060
H  -1.04549  -1.92505  -0.21540
H  -1.09496  -3.07462  0.50348
O  -1.49529  -2.21107  0.58983
H  -1.17841  -0.15827  -2.17221
H  -1.94112  -1.44752  -1.85302
O  -1.04131  -1.07776  -1.92489
H  1.35666  2.54574  3.20810
H  2.51665  1.68200  3.31933
O  1.64794  1.84288  3.78974
H  4.33899  1.09226  -2.76576
H  3.24442  1.45027  -3.66999
O  3.63480  0.73979  -3.28957
H  3.18006  2.72586  1.08029
H  1.47646  2.57701  1.22224
O  2.26390  2.37154  0.80677
H  -0.18722  1.30495  -0.15449
H  1.12704  1.49181  -0.67195
O  0.30582  1.67080  -0.91590
H  1.88164  -0.65322  0.01693
H  2.77134  -1.49506  -0.72974
O  2.77904  -1.12083  0.16739
H  2.13528  -1.68846  1.79077
H  1.40244  -2.91133  1.94179
O  1.81652  -2.32576  2.45928
H  -0.15792  -2.16134  2.76168
H  -0.59849  -2.88673  3.77652
O  -0.84827  -2.77814  2.99294
H  1.04916  -3.81699  -1.54809
H  1.54953  -4.58439  -0.36691
O  1.24809  -3.82126  -0.61109
H  4.12271  0.37245  0.89318
H  4.91671  0.52034  2.15873
O  4.75455  0.91489  1.42193

Cartesian forces (eV/Å) of the 3 atoms listed first:
-1.5 -1.9 0.6
-0.7 3.5 -0.1
0.7 1.3 -0.7

For reference, the natural (NBO) charges in units of e are:
1 O -0.60
2 C 0.49
3 C -0.17
4 C -0.54
5 S -0.10
6 N -0.85
7 H 0.20
8 H 0.20
9 H 0.20
10 H 0.25
11 H 0.15
12 H 0.39
13 H 0.36
14 H 0.47
15 H 0.49
16 O -0.94
17 H 0.49
18 H 0.50
19 O -0.99
20 H 0.49
21 H 0.47
22 O -0.97
23 H 0.46
24 H 0.48
25 O -0.98
26 H 0.49
27 H 0.49
28 O -0.97
29 H 0.50
30 H 0.50
31 O -1.01
32 H 0.44
33 H 0.47
34 O -0.91
35 H 0.47
36 H 0.46
37 O -0.93
38 H 0.53
39 H 0.48
40 O -1.01
41 H 0.51
42 H 0.48
43 O -0.97
44 H 0.48
45 H 0.50
46 O -0.96
47 H 0.49
48 H 0.46
49 O -0.95
50 H 0.48
51 H 0.44
52 O -0.93
53 H 0.50
54 H 0.46
55 O -0.96
56 H 0.50
57 H 0.46
58 O -0.96


Entry from OMol25: a 2-piece molecular cluster, C5H7NO overall at a distorted geometry (ωB97M-V/def2-TZVPD).

Output
Calculated total energy: -8829.420 eV
ΔE to the lowest compared entry with this formula, charge and spin: 6.783 eV
Kohn-Sham gap (alpha / beta): 8.2 / 8.1 eV

Positions of all 14 atoms, in Å:
C  -0.50898  2.10739  -1.76159
C  -0.81523  0.01301  1.41299
C  -1.01056  0.83813  -1.36713
C  1.55430  0.46553  0.55989
C  0.66876  -0.16238  1.56522
N  -1.76384  2.01561  -1.92313
O  -1.78213  0.06014  2.11647
H  0.41133  2.70745  -1.70920
H  -0.80475  -0.23170  -1.65128
H  2.11216  1.36177  0.86776
H  1.06726  0.71008  -0.36666
H  2.28716  -0.19938  0.18361
H  0.99956  -0.10991  2.58998
H  0.73963  -1.24311  1.39185

Cartesian forces (eV/Å) of the 3 atoms listed first:
0.7 -1.7 1.3
-1.9 1.1 -0.2
0.8 -0.1 0.2

For reference, the natural (NBO) charges in units of e are:
1 C 0.03
2 C 0.57
3 C -0.18
4 C -0.62
5 C -0.57
6 N -0.30
7 O -0.49
8 H 0.22
9 H 0.21
10 H 0.21
11 H 0.23
12 H 0.22
13 H 0.23
14 H 0.25


Entry from OMol25: the molecule C5H8O (ωB97M-V/def2-TZVPD).

Output
SMILES string: O[C@@H]1C=CCC1
Calculated total energy: -7361.331 eV
ΔE to the lowest compared entry with this formula, charge and spin: 0.925 eV
Kohn-Sham gap: 10.7 eV

Positions of all 14 atoms, in Å:
O  -1.12904  1.20111  1.08991
C  -0.55541  0.99966  -0.19926
C  -1.05559  -0.31958  -0.76163
C  -0.28839  -1.30309  -0.28266
C  0.95683  -0.75104  0.39552
C  0.94921  0.70068  -0.11972
H  -1.26685  0.31561  1.45574
H  -0.79837  1.90084  -0.76903
H  -1.92218  -0.41892  -1.40735
H  -0.48616  -2.36753  -0.37743
H  1.84948  -1.31575  0.10684
H  0.89699  -0.77809  1.49371
H  1.34214  0.70415  -1.14630
H  1.50764  1.42131  0.48720

Cartesian forces (eV/Å) of the 3 atoms listed first:
-0.1 -0.1 0.1
0.3 0.0 -0.4
0.0 -0.2 0.0

For reference, the natural (NBO) charges in units of e are:
1 O -0.71
2 C 0.05
3 C -0.23
4 C -0.18
5 C -0.46
6 C -0.41
7 H 0.47
8 H 0.19
9 H 0.22
10 H 0.21
11 H 0.22
12 H 0.21
13 H 0.21
14 H 0.22


Entry from OMol25: the molecule C22H24N2O3 (ωB97M-V/def2-TZVPD).

Output
SMILES string: COc1ccc([C@@H]2Nc3ccccc3NC3=C2C(=O)CC(C)(C)C3)cc1O
Calculated total energy: -32326.719 eV
ΔE to the lowest compared entry with this formula, charge and spin: 2.162 eV
Kohn-Sham gap: 8.0 eV

Positions of all 51 atoms, in Å:
C  -4.63157  3.10706  0.90605
O  -3.26447  3.42657  0.88269
C  -2.40203  2.53411  0.27925
C  -2.75168  1.32679  -0.29097
C  -1.78131  0.51356  -0.86395
C  -0.45306  0.89666  -0.87850
C  0.67283  0.05072  -1.45937
N  0.25091  -1.08060  -2.25578
C  -0.54344  -2.10459  -1.79885
C  -1.37492  -2.75202  -2.72261
C  -2.18148  -3.81288  -2.37465
C  -2.19671  -4.25710  -1.06222
C  -1.37750  -3.64367  -0.13773
C  -0.53315  -2.58511  -0.47626
N  0.27898  -2.11553  0.55415
C  1.32499  -1.25143  0.60108
C  1.61578  -0.31025  -0.33478
C  2.82464  0.48886  -0.26179
O  3.09747  1.34896  -1.08500
C  3.77296  0.18421  0.87972
C  3.03435  -0.21006  2.15736
C  2.14826  0.94013  2.64007
C  4.04169  -0.56599  3.25309
C  2.17936  -1.43665  1.82715
C  -0.10289  2.12399  -0.31918
C  -1.05535  2.93822  0.26058
O  -0.69059  4.12606  0.80983
H  -5.03592  3.00490  -0.10604
H  -5.12168  3.93993  1.40828
H  -4.81788  2.18538  1.46669
H  -3.77823  0.99589  -0.30050
H  -2.09782  -0.42035  -1.30015
H  1.25637  0.69629  -2.12887
H  0.03068  -0.82210  -3.20755
H  -1.37340  -2.39240  -3.74256
H  -2.80360  -4.28407  -3.12001
H  -2.83231  -5.07586  -0.76367
H  -1.37532  -3.99732  0.88522
H  0.15766  -2.66128  1.39815
H  4.40405  1.05949  1.04143
H  4.42097  -0.63772  0.56045
H  1.38522  1.18132  1.90437
H  2.74793  1.83036  2.81211
H  1.65632  0.67452  3.57392
H  4.65255  0.29914  3.49830
H  4.70124  -1.36868  2.92954
H  3.52721  -0.88712  4.15659
H  1.53981  -1.67786  2.68172
H  2.83815  -2.29648  1.65820
H  0.91928  2.46604  -0.34322
H  -1.48972  4.55498  1.14481

Cartesian forces (eV/Å) of the 3 atoms listed first:
-0.3 0.0 0.0
0.7 -0.1 -0.2
0.0 0.1 0.1

For reference, the natural (NBO) charges in units of e are:
1 C -0.25
2 O -0.52
3 C 0.20
4 C -0.30
5 C -0.19
6 C -0.03
7 C -0.09
8 N -0.58
9 C 0.13
10 C -0.24
11 C -0.21
12 C -0.25
13 C -0.22
14 C 0.16
15 N -0.58
16 C 0.32
17 C -0.26
18 C 0.58
19 O -0.60
20 C -0.49
21 C -0.03
22 C -0.62
23 C -0.60
24 C -0.44
25 C -0.29
26 C 0.34
27 O -0.68
28 H 0.18
29 H 0.20
30 H 0.18
31 H 0.22
32 H 0.21
33 H 0.26
34 H 0.38
35 H 0.21
36 H 0.21
37 H 0.21
38 H 0.20
39 H 0.39
40 H 0.23
41 H 0.22
42 H 0.23
43 H 0.22
44 H 0.21
45 H 0.21
46 H 0.21
47 H 0.21
48 H 0.21
49 H 0.23
50 H 0.24
51 H 0.49